(1)
The following is a quantum chemistry calculation of a structure of composition C24H22NaO2 in a non-equilibrium geometry, from OMol25.

Geometry as XYZ:
```
49
Properties=species:S:1:pos:R:3
Na -0.67 -3.84 1.23
O 4.97 1.81 -1.49
O -5.34 1.81 -1.49
C -0.19 -0.47 -1.46
C 1.80 -1.70 2.34
C -1.63 -3.01 3.15
C 1.09 0.14 -1.45
C -1.46 0.14 -1.47
C 1.27 1.54 -1.47
C 2.15 -3.73 3.62
C 3.50 -0.08 -1.43
C -5.43 3.22 -1.50
C -0.11 -2.96 3.27
C -4.05 1.31 -1.47
C -3.88 -0.08 -1.45
C 3.67 1.32 -1.46
C 2.65 -2.62 2.94
C -0.78 -1.19 1.83
C -2.89 2.11 -1.48
C 0.41 -1.86 2.49
C 2.51 2.11 -1.48
C 2.26 -0.65 -1.42
C 5.06 3.22 -1.50
C 0.78 -3.93 3.76
C -2.63 -0.65 -1.45
C -1.65 1.54 -1.48
C -1.92 -1.84 2.24
H -2.10 -2.91 4.13
H 4.59 3.63 -0.61
H -6.49 3.50 -1.50
H 0.38 -4.81 4.28
H -2.53 -1.72 -1.44
H 3.71 -2.47 2.87
H -4.96 3.61 -2.40
H -0.73 -0.39 1.10
H 4.38 -0.69 -1.40
H -4.76 -0.70 -1.42
H 2.84 -4.44 4.05
H 4.58 3.62 -2.40
H 2.59 3.18 -1.49
H 2.16 -1.72 -1.40
H 0.26 2.16 -1.48
H -2.97 3.18 -1.48
H -4.96 3.63 -0.61
H -2.93 -1.56 1.93
H -0.19 -1.55 -1.42
H -0.64 2.16 -1.48
H 6.11 3.50 -1.51
H 2.18 -0.89 1.76
```

## Properties
Frontier orbital gap (eV): 3.31
Total charge: -1
E_LUMO (eV): 1.51
Largest force on an atom (hartree/bohr): 0.131


(2)
The following is a quantum chemistry calculation of a structure of composition C41H30BrF5InN2O3S6, from OMol25.

Geometry as XYZ:
```
89
Properties=species:S:1:pos:R:3
In 0.35 -0.04 -0.04
Br 5.44 -3.24 -5.59
S -1.33 1.38 1.34
S 7.31 3.08 -4.35
S -2.73 -1.10 -4.99
S -2.63 1.36 -1.80
S 3.78 -0.38 3.36
S -2.44 -2.07 -1.39
F -2.01 -1.64 1.64
F -3.49 -2.76 3.55
F -4.18 1.44 5.54
F -4.60 -1.25 5.53
F -2.70 2.59 3.65
O 9.07 1.29 -4.88
O 0.58 -0.82 -2.20
O 2.65 -0.98 -1.38
N 2.32 -0.62 -6.03
N 1.95 0.51 1.80
C 4.30 2.35 3.89
C -2.87 1.26 3.58
C 3.48 -2.03 -3.92
C -2.52 -0.84 2.59
C 2.10 2.20 -1.52
C -2.27 0.53 2.55
C 1.02 -4.37 0.98
C -2.32 -3.01 -2.94
C -3.64 0.68 4.57
C 2.20 2.96 2.10
C 1.97 -1.91 1.78
C 7.94 1.40 -4.48
C 5.77 2.90 -3.50
C 4.58 2.94 -4.21
C 1.84 -1.01 -2.30
C 0.91 -1.94 0.87
C -3.04 1.34 -3.57
C 3.37 -1.41 -6.23
C 3.33 2.55 -2.18
C 0.45 -3.20 0.48
C 2.38 -1.21 -3.70
C 2.90 3.96 2.74
C -2.07 0.51 -4.43
C 3.59 1.34 3.24
C -3.98 -1.13 -1.64
C -3.29 -1.44 3.57
C -1.68 -2.30 -4.13
C 4.53 2.56 -1.46
C 5.74 2.74 -2.11
C -3.90 0.28 -1.08
C 1.12 1.75 -0.96
C 2.48 -0.59 2.22
C 7.06 0.22 -4.17
C 2.07 -4.31 1.88
C 3.95 3.66 3.63
C -3.85 -0.68 4.57
C 2.55 -3.07 2.28
C 1.83 -0.54 -4.79
C 3.96 -2.13 -5.20
C 3.37 2.77 -3.56
C 2.55 1.63 2.36
H 1.39 3.17 1.41
H -1.16 0.31 -3.88
H -4.80 -1.67 -1.16
H 0.97 0.10 -4.64
H 6.67 2.73 -1.56
H 7.65 -0.51 -3.62
H -1.41 -3.05 -4.87
H -4.07 1.01 -3.70
H -2.99 2.38 -3.88
H -4.17 -1.10 -2.71
H 3.76 -1.46 -7.24
H 4.50 2.40 -0.39
H 6.15 0.46 -3.63
H 6.79 -0.24 -5.13
H 3.94 -2.54 -3.08
H 5.11 2.11 4.58
H -0.77 -1.80 -3.81
H 4.60 3.08 -5.29
H 3.38 -3.02 2.98
H 2.44 2.77 -4.12
H -1.69 -3.86 -2.67
H 4.48 4.46 4.12
H -4.87 0.76 -1.17
H -0.37 -3.28 -0.22
H 2.52 -5.21 2.27
H 2.64 4.99 2.56
H -3.31 -3.39 -3.18
H -1.81 1.06 -5.34
H -3.64 0.28 -0.02
H 0.63 -5.33 0.67
```

## Properties
Frontier orbital gap (eV): 7.70
Total charge: -1
E_LUMO (eV): 2.10
Largest force on an atom (hartree/bohr): 0.008
Energy above the lowest of the compared OMol25 structures with the same formula, charge and spin (kcal per mole): 8.48


(3)
The following is a quantum chemistry calculation of a structure of composition C6H13F6N4O4S2Sr, from OMol25.

Geometry as XYZ:
```
36
Properties=species:S:1:pos:R:3
Sr -0.37 0.02 0.59
S 1.35 0.61 3.57
S -1.00 1.88 2.88
F 2.54 2.81 2.66
F 3.69 0.99 2.45
F -1.12 4.23 3.99
F 2.01 1.36 1.14
F -2.98 3.51 3.13
F -2.27 2.68 5.00
O 2.08 0.33 4.74
O 0.93 -0.50 2.70
O -1.88 0.74 2.68
O -0.62 2.46 1.59
N -2.76 -1.07 -0.03
N 0.20 1.65 3.85
N 1.01 -1.56 -1.11
N -1.05 0.44 -1.99
C -1.90 3.17 3.84
C 0.12 -1.78 -2.26
C -2.52 0.37 -2.05
C -0.33 -0.47 -2.90
C 2.49 1.52 2.41
C -3.12 -0.89 -1.45
H -4.21 -0.83 -1.59
H -0.74 -2.35 -1.90
H -2.91 1.24 -1.52
H 0.56 0.05 -3.26
H 0.59 -2.38 -3.04
H -2.95 -2.04 0.23
H -0.81 1.39 -2.25
H -0.94 -0.70 -3.78
H -3.38 -0.52 0.57
H 1.28 -2.45 -0.71
H -2.79 -1.77 -2.00
H -2.87 0.44 -3.09
H 1.89 -1.14 -1.42
```

## Properties
Frontier orbital gap (eV): 10.94
Total charge: +1
E_LUMO (eV): -2.95
Largest force on an atom (hartree/bohr): 0.009
Energy above the lowest of the compared OMol25 structures with the same formula, charge and spin (kcal per mole): 0.00


(4)
The following is a quantum chemistry calculation of the molecule C17H27ClN2O3S2, from OMol25.

Geometry as XYZ:
```
52
Properties=species:S:1:pos:R:3
Cl 5.47 2.27 -2.78
S -2.94 -1.75 -0.65
S 6.29 1.35 -0.07
O -0.65 1.95 0.00
O 2.47 3.62 -1.49
O -3.60 -2.17 2.77
N 1.68 1.50 -1.60
N -2.11 -0.53 2.34
C 1.88 0.07 -1.47
C 0.40 1.94 -2.14
C 3.88 1.53 0.79
C 5.13 1.20 1.19
C -1.62 1.42 0.88
C 2.65 1.48 1.65
C -1.11 0.12 1.51
C -1.69 -2.26 -1.86
C -2.61 -3.98 0.98
C 5.08 1.88 -1.16
C -2.72 -1.71 2.06
C -2.03 -1.66 -3.22
C -2.53 0.20 3.52
C -0.77 1.45 -1.32
C 3.85 1.93 -0.59
C -2.23 -2.51 0.85
C 2.62 2.43 -1.28
H -3.21 1.02 3.28
H -1.66 -3.35 -1.92
H -2.56 1.22 0.37
H -2.05 -0.57 -3.18
H 1.59 -0.43 -2.40
H -0.71 -1.91 -1.52
H -3.69 -4.08 1.07
H -3.00 -2.01 -3.56
H -1.65 0.61 4.02
H -1.79 2.18 1.65
H 2.92 1.50 2.71
H 1.29 -0.35 -0.65
H 5.45 0.89 2.17
H 1.99 2.32 1.44
H 2.93 -0.15 -1.29
H -1.29 -1.96 -3.96
H 2.08 0.57 1.47
H -3.05 -0.48 4.19
H -1.14 -2.42 0.77
H -0.23 0.35 2.13
H -2.27 -4.54 0.12
H 0.29 1.58 -3.17
H -0.83 0.35 -1.32
H -1.70 1.81 -1.78
H 0.42 3.03 -2.15
H -0.79 -0.54 0.72
H -2.15 -4.41 1.88
```

## Properties
Frontier orbital gap (eV): 9.35
Total charge: 0
E_LUMO (eV): 0.46
Largest force on an atom (hartree/bohr): 0.004
Energy above the lowest of the compared OMol25 structures with the same formula, charge and spin (kcal per mole): 3.91


(5)
The following is a quantum chemistry calculation of a cluster of 2 separate species, C5H7F3Si in total in a non-equilibrium geometry, from OMol25.

Geometry as XYZ:
```
16
Properties=species:S:1:pos:R:3
Si -1.63 -0.76 -0.10
F 4.26 -0.69 0.41
F -2.16 -2.07 0.75
F 3.85 0.82 -0.96
C 1.80 0.10 0.42
C -1.44 0.82 1.01
C 3.32 0.25 0.24
C -2.14 -1.15 -1.80
C 2.51 0.99 1.17
H -1.35 -0.66 -2.40
H -2.21 0.87 1.87
H -1.78 1.68 0.35
H 2.77 1.64 1.92
H -2.99 -0.66 -2.24
H -2.41 -2.19 -1.92
H -0.42 1.02 1.27
```

## Properties
Frontier orbital gap (spin up / spin down) (eV): 6.76 / 5.28
Total charge: 0
E_LUMO (spin up / spin down) (eV): -1.29 / -1.92
Largest force on an atom (hartree/bohr): 0.068
Energy above the lowest of the compared OMol25 structures with the same formula, charge and spin (kcal per mole): 2.02


(6)
The following is a quantum chemistry calculation of a cluster of 5 separate species, C37H78F4IN4O8P in total in a non-equilibrium geometry, from OMol25.

Geometry as XYZ:
```
133
Properties=species:S:1:pos:R:3
I -2.72 2.79 2.75
P -3.99 0.64 2.54
F 3.00 -1.30 1.16
F 3.19 -0.94 3.61
F 3.97 -2.97 2.56
F -1.47 -4.98 -0.39
O -5.31 1.06 1.47
O -0.39 -1.55 11.02
O -3.58 -5.88 -1.42
O 0.66 2.18 5.09
O 5.34 2.89 -9.23
O -2.98 -2.26 -0.27
O 0.35 -1.62 3.18
O 1.76 0.28 -7.41
N -0.63 1.12 9.94
N 2.48 4.14 6.18
N 2.40 0.20 -4.59
N 5.10 5.56 -10.30
C -2.83 -0.69 1.80
C -2.69 -0.86 0.17
C 5.65 4.02 -8.42
C -3.12 -2.29 2.14
C -2.93 -5.20 -0.47
C 0.32 0.85 11.03
C -0.08 -0.42 11.83
C 2.88 -1.93 2.53
C 2.20 -0.93 -6.80
C 1.73 0.79 10.46
C 3.27 1.96 6.96
C 0.74 -2.26 10.53
C -6.82 -2.66 -3.54
C 1.38 -2.60 2.77
C -3.88 -4.59 0.76
C -3.00 2.11 -3.46
C -5.38 -0.67 -2.49
C -3.71 -0.24 -4.65
C -5.83 -3.02 -1.12
C -1.40 1.04 -5.53
C -3.82 -2.95 0.78
C 2.75 0.94 -8.19
C 4.48 -0.29 -5.78
C 3.04 -0.74 -5.52
C 6.05 5.29 -9.22
C -5.32 -2.44 0.35
C -6.44 -1.87 -2.12
C 6.47 2.18 -9.71
C -4.03 -1.16 -3.28
C 7.46 5.23 -9.79
C -0.85 -2.31 3.73
C -1.70 -3.07 2.53
C 1.30 1.02 4.60
C 2.11 2.96 6.98
C -4.04 -2.56 3.49
C -2.72 0.90 -4.56
C 0.76 2.36 6.51
H 2.96 1.00 7.38
H -7.44 -1.38 -1.73
H -1.04 -0.05 -5.86
H 2.06 1.79 10.16
H -7.81 -3.29 -3.42
H -4.15 2.06 -3.21
H -4.05 -2.32 -3.57
H 1.49 -0.16 -4.34
H -1.07 -3.21 1.53
H -1.88 -4.18 2.93
H 0.68 -0.68 12.58
H -2.41 1.84 -2.49
H 4.74 4.25 -7.86
H 4.18 5.70 -9.90
H 1.56 -2.27 11.25
H 3.34 1.61 -7.57
H -4.04 -3.73 3.67
H -1.76 -0.25 2.08
H 7.29 2.17 -8.99
H 6.41 3.76 -7.67
H 6.17 1.15 -9.90
H 2.19 1.05 -5.13
H 2.42 3.87 5.20
H -6.73 -3.77 -0.86
H 7.53 4.61 -10.69
H 1.54 -3.49 3.52
H 1.98 3.27 8.02
H 5.00 4.69 -10.84
H 1.75 4.84 6.29
H -4.99 -5.02 0.64
H -5.12 -2.15 3.30
H 2.23 1.55 -8.94
H -4.28 -0.46 -5.65
H -0.51 1.55 -4.92
H 0.81 0.72 3.67
H 1.10 -3.11 1.73
H 8.18 4.85 -9.05
H 4.10 2.34 7.56
H -2.68 3.14 -3.92
H 3.40 0.23 -8.71
H 0.29 1.69 11.73
H 5.09 -0.45 -4.89
H 4.92 -0.85 -6.61
H 4.54 0.78 -6.02
H 6.02 6.13 -8.52
H -1.56 1.26 10.35
H 1.24 0.18 5.30
H -6.08 -2.80 1.20
H -5.93 -3.42 -3.76
H -6.89 -1.93 -4.45
H 1.06 -1.84 9.58
H -0.45 -3.05 4.57
H 1.80 0.17 9.56
H -0.73 0.25 9.40
H 7.79 6.23 -10.08
H -3.28 0.01 -0.35
H 2.35 1.24 4.36
H -5.45 -1.27 0.29
H 0.43 -3.29 10.34
H -5.10 -0.02 -1.54
H -1.58 1.74 -6.47
H -5.95 0.07 -3.22
H -0.99 -0.19 12.38
H 6.80 2.60 -10.67
H -6.14 0.97 2.06
H -5.03 -3.67 -1.67
H 2.44 0.41 11.19
H 1.29 -1.47 -6.53
H 2.73 -1.56 -7.53
H -1.57 -0.60 -0.11
H -0.03 3.06 6.78
H 3.66 1.79 5.95
H -1.51 -1.51 4.27
H -3.09 -1.02 -2.59
H 0.54 1.42 7.03
H -3.46 -5.10 1.75
H -3.62 -2.01 4.44
H 3.10 -1.72 -5.02
```

## Properties
Frontier orbital gap (eV): 7.08
Total charge: 0
E_LUMO (eV): -0.21
Largest force on an atom (hartree/bohr): 0.187